(1)
{"formula": "C54H112HgN6O6", "method": "ωB97M-V/def2-TZVPD", "species": ["Hg", "C", "C", "C", "C", "C", "C", "N", "O", "C", "C", "C", "H", "H", "H", "H", "H", "H", "H", "H", "H", "H", "H", "H", "H", "H", "H", "H", "H", "H", "C", "C", "C", "C", "C", "C", "N", "O", "C", "C", "C", "H", "H", "H", "H", "H", "H", "H", "H", "H", "H", "H", "H", "H", "H", "H", "H", "H", "H", "C", "C", "C", "C", "C", "C", "N", "O", "C", "C", "C", "H", "H", "H", "H", "H", "H", "H", "H", "H", "H", "H", "H", "H", "H", "H", "H", "H", "H", "H", "C", "C", "C", "C", "C", "C", "N", "O", "C", "C", "C", "H", "H", "H", "H", "H", "H", "H", "H", "H", "H", "H", "H", "H", "H", "H", "H", "H", "H", "H", "C", "C", "C", "C", "C", "C", "N", "O", "C", "C", "C", "H", "H", "H", "H", "H", "H", "H", "H", "H", "H", "H", "H", "H", "H", "H", "H", "H", "H", "H", "C", "C", "C", "C", "C", "C", "N", "O", "C", "C", "C", "H", "H", "H", "H", "H", "H", "H", "H", "H", "H", "H", "H", "H", "H", "H", "H", "H", "H", "H"], "xyz": [[28.9829, -14.2305, -24.6502], [33.6380, -15.7555, -24.8336], [32.2340, -15.4120, -25.5166], [32.2682, -16.0015, -26.9532], [32.0361, -17.4986, -27.0359], [30.7458, -17.9600, -26.2900], [30.7487, -17.4806, -24.8059], [31.0578, -16.0115, -24.8602], [30.7327, -15.4270, -23.5646], [31.6274, -18.4037, -23.9101], [29.3157, -17.7707, -24.3422], [32.0187, -13.8551, -25.7822], [34.5044, -15.1822, -25.1635], [33.8415, -16.8258, -24.7989], [33.6103, -15.5821, -23.7579], [33.2609, -15.8965, -27.3909], [31.5413, -15.5414, -27.6226], [32.8798, -18.0945, -26.6877], [31.8758, -17.7969, -28.0720], [30.8232, -19.0438, -26.2031], [29.8892, -17.5908, -26.8540], [31.3770, -18.2078, -22.8675], [32.6863, -18.4516, -24.1640], [31.3556, -19.4475, -24.0668], [28.9857, -18.7925, -24.5295], [28.6370, -17.1825, -24.9598], [29.1017, -17.5663, -23.2931], [31.8643, -13.3567, -24.8252], [31.1131, -13.6782, -26.3623], [32.8676, -13.3740, -26.2680], [28.7349, -14.5939, -27.7249], [27.2180, -15.1408, -27.7330], [27.2508, -16.6541, -28.1238], [26.2388, -17.6529, -27.4923], [25.0351, -16.8656, -26.9784], [25.3969, -15.6816, -26.0046], [26.7312, -15.1040, -26.3279], [26.9194, -13.8878, -25.7006], [25.5279, -16.5205, -24.6184], [24.1303, -14.7144, -25.8830], [26.4018, -14.3931, -28.7944], [29.4425, -15.1469, -27.1071], [28.7318, -13.6399, -27.1976], [29.1032, -14.3594, -28.7236], [28.2868, -16.9875, -28.1832], [26.9384, -16.7397, -29.1646], [26.7413, -18.1218, -26.6463], [25.8545, -18.5044, -28.0539], [24.4922, -17.6681, -26.4790], [24.4169, -16.5435, -27.8164], [26.3989, -17.1691, -24.7120], [24.6508, -17.0044, -24.1888], [25.8322, -15.7958, -23.8632], [24.1929, -14.0755, -26.7639], [24.0864, -14.1194, -24.9708], [23.1806, -15.2491, -25.8673], [26.7432, -14.5577, -29.8164], [26.3772, -13.3185, -28.6135], [25.3650, -14.7217, -28.7219], [33.3452, -13.9252, -20.7421], [32.6473, -13.1851, -19.5629], [33.6672, -13.0169, -18.5145], [33.3175, -12.0284, -17.4297], [33.0905, -10.6767, -18.1160], [32.0363, -10.6657, -19.2240], [32.2776, -11.7974, -20.0925], [31.7231, -11.7832, -21.3124], [30.6867, -10.5041, -18.6386], [32.2434, -9.3718, -20.0352], [31.4084, -13.9429, -19.0735], [33.6316, -14.9427, -20.4761], [34.1278, -13.3424, -21.2277], [32.5904, -14.0049, -21.5244], [33.9650, -13.9957, -18.1384], [34.5896, -12.6252, -18.9434], [34.0657, -11.8915, -16.6490], [32.3579, -12.2933, -16.9859], [34.0256, -10.1961, -18.4034], [32.6355, -10.0165, -17.3776], [30.4136, -11.4793, -18.2353], [30.6710, -9.6836, -17.9212], [29.8115, -10.2590, -19.2402], [31.4619, -9.2569, -20.7863], [32.0705, -8.4680, -19.4508], [33.2291, -9.2505, -20.4844], [30.8791, -13.5028, -18.2284], [31.6803, -14.9540, -18.7704], [30.7188, -14.0587, -19.9096], [32.4432, -11.5539, -21.9044], [24.8352, -17.5460, -18.6789], [25.4950, -16.3702, -19.5219], [25.5314, -15.0949, -18.6184], [26.6292, -15.1173, -17.5652], [27.9937, -15.5041, -18.2005], [27.9152, -16.8406, -19.0608], [26.8371, -16.6974, -20.0444], [26.8018, -17.8472, -20.8509], [29.1389, -16.8055, -19.9472], [27.8824, -18.0881, -18.1396], [24.6347, -15.9206, -20.7115], [23.8555, -17.7957, -19.0864], [24.6056, -17.2953, -17.6432], [25.3900, -18.4835, -18.6412], [25.6041, -14.2394, -19.2899], [24.5914, -14.9516, -18.0856], [26.2946, -15.8443, -16.8252], [26.6964, -14.1744, -17.0226], [28.6985, -15.5256, -17.3693], [28.3109, -14.7015, -18.8663], [29.0780, -15.8866, -20.5302], [30.0273, -16.6990, -19.3248], [29.3423, -17.6556, -20.5984], [28.9133, -18.4120, -17.9970], [27.5910, -17.8981, -17.1066], [27.4570, -19.0359, -18.4693], [25.2739, -15.5026, -21.4892], [23.8397, -15.2495, -20.3864], [24.1610, -16.7434, -21.2470], [27.0215, -17.4709, -21.7064], [32.5224, -8.1102, -29.4994], [31.4396, -8.5820, -28.4711], [30.2812, -7.4866, -28.5270], [29.5120, -7.5209, -29.7798], [28.8277, -8.8628, -29.8540], [29.8233, -10.0373, -29.7994], [30.8820, -9.8809, -28.7354], [31.7519, -11.0124, -28.5971], [28.9817, -11.2453, -29.5335], [30.3355, -10.1925, -31.3078], [31.9007, -8.5524, -26.9853], [32.8885, -7.1391, -29.1661], [32.1399, -7.9472, -30.5070], [33.3436, -8.8265, -29.5247], [29.5600, -7.5644, -27.7134], [30.7338, -6.4950, -28.5348], [29.9943, -7.2934, -30.7304], [28.8050, -6.7020, -29.6472], [28.2706, -8.9183, -30.7892], [28.0054, -9.0053, -29.1528], [28.3723, -11.5516, -30.3837], [29.5480, -12.1746, -29.4726], [28.5126, -11.1814, -28.5517], [30.8815, -11.1273, -31.4346], [29.5158, -10.2579, -32.0232], [31.0698, -9.5220, -31.7544], [32.3697, -7.5852, -26.8045], [32.7064, -9.2650, -26.8089], [31.1666, -8.8371, -26.2315], [32.1455, -11.0183, -29.4726], [29.0665, -10.9601, -25.6568], [28.5315, -10.6688, -24.2294], [27.1605, -10.1382, -24.3540], [26.2972, -10.1848, -23.0773], [26.2593, -11.6298, -22.5720], [27.7118, -12.2525, -22.3141], [28.5618, -11.9525, -23.4602], [29.8316, -12.3824, -23.3090], [28.2638, -11.7315, -20.9290], [27.4394, -13.7818, -22.2425], [29.3866, -9.4651, -23.5776], [30.1481, -11.0810, -25.5975], [28.8792, -10.1791, -26.3938], [28.6174, -11.8676, -26.0602], [27.1153, -9.1303, -24.7667], [26.5393, -10.6515, -25.0881], [25.2780, -9.8454, -23.2620], [26.6417, -9.4848, -22.3161], [25.6939, -12.2523, -23.2654], [25.7180, -11.6532, -21.6262], [29.2185, -12.2045, -20.6993], [28.3344, -10.6440, -20.9502], [27.5409, -11.9860, -20.1539], [26.9143, -14.1442, -23.1262], [28.2609, -14.4375, -21.9538], [26.7513, -13.7902, -21.3973], [29.2364, -9.3047, -22.5100], [29.1554, -8.5289, -24.0858], [30.4276, -9.7594, -23.7111], [30.1185, -11.6682, -22.7351]], "lumo_ev": -0.20, "multiplicity": 1}



(2)
{"formula": "C54H114F9N5O10", "method": "ωB97M-V/def2-TZVPD", "species": ["C", "C", "N", "C", "C", "C", "C", "H", "H", "H", "H", "H", "H", "H", "H", "H", "H", "H", "H", "H", "H", "H", "C", "C", "N", "C", "C", "C", "C", "H", "H", "H", "H", "H", "H", "H", "H", "H", "H", "H", "H", "H", "H", "H", "C", "C", "N", "C", "C", "C", "C", "H", "H", "H", "H", "H", "H", "H", "H", "H", "H", "H", "H", "H", "H", "H", "C", "C", "N", "C", "C", "C", "C", "H", "H", "H", "H", "H", "H", "H", "H", "H", "H", "H", "H", "H", "H", "H", "C", "C", "N", "C", "C", "C", "C", "H", "H", "H", "H", "H", "H", "H", "H", "H", "H", "H", "H", "H", "H", "H", "C", "C", "O", "C", "O", "C", "F", "F", "F", "H", "H", "H", "H", "H", "C", "C", "O", "C", "O", "C", "F", "F", "F", "H", "H", "H", "H", "H", "C", "C", "O", "C", "O", "C", "F", "F", "F", "H", "H", "H", "H", "H", "C", "C", "O", "C", "H", "H", "H", "H", "H", "H", "C", "C", "O", "C", "H", "H", "H", "H", "H", "H", "C", "C", "O", "C", "H", "H", "H", "H", "H", "H", "C", "C", "O", "C", "H", "H", "H", "H", "H", "H"], "xyz": [[-4.7348, -4.7043, 25.6168], [-3.6572, -5.6879, 26.0440], [-2.6133, -5.9148, 24.9987], [-1.6662, -6.9619, 25.3626], [-2.3874, -8.2839, 25.6813], [-1.7537, -4.6903, 24.6858], [-0.9243, -4.7606, 23.4010], [-5.4300, -4.4606, 26.4201], [-5.3492, -4.9763, 24.7585], [-4.2009, -3.7915, 25.3523], [-3.1835, -5.3860, 26.9781], [-4.1361, -6.5819, 26.4436], [-0.9371, -7.1093, 24.5659], [-1.1418, -6.5709, 26.2345], [-2.9318, -8.2560, 26.6252], [-3.0514, -8.6093, 24.8805], [-1.6159, -9.0380, 25.8367], [-1.0693, -4.5364, 25.5201], [-2.3107, -3.7549, 24.6330], [-0.3431, -3.8445, 23.2956], [-1.5731, -4.8037, 22.5261], [-0.2974, -5.6520, 23.3797], [2.1883, -0.1723, 17.8906], [2.4558, 1.2873, 17.6794], [3.1891, 1.4834, 16.4312], [2.4188, 1.1317, 15.2324], [3.3368, 0.9677, 13.9924], [3.4738, 2.9325, 16.3858], [4.6862, 3.3551, 17.2252], [2.9143, -0.9258, 17.5853], [1.2869, -0.3642, 17.3087], [1.9075, -0.4567, 18.9047], [1.5294, 1.8615, 17.6660], [3.0953, 1.5535, 18.5211], [1.9350, 0.1711, 15.4091], [1.6621, 1.8918, 15.0379], [4.1366, 0.2555, 14.1956], [2.7228, 0.6578, 13.1468], [3.8888, 1.8592, 13.6946], [2.5974, 3.5042, 16.6910], [3.7273, 3.2199, 15.3654], [4.4214, 3.4462, 18.2787], [4.9396, 4.3617, 16.8926], [5.4353, 2.5655, 17.1672], [8.7995, -2.9114, 25.2070], [8.8470, -4.4079, 25.0825], [7.7737, -5.0030, 24.2442], [8.0416, -4.7173, 22.8260], [7.0147, -5.4063, 21.8245], [7.7920, -6.4974, 24.4388], [7.0117, -6.8007, 25.6590], [9.1067, -2.5107, 24.2409], [9.5527, -2.5445, 25.9043], [7.8040, -2.5705, 25.4915], [9.8425, -4.6492, 24.7100], [8.7947, -4.8323, 26.0851], [8.0644, -3.6417, 22.6505], [9.0332, -5.0690, 22.5414], [7.1646, -6.4719, 21.6506], [6.0244, -5.1920, 22.2263], [7.0148, -4.9007, 20.8588], [8.8070, -6.8943, 24.4603], [7.3945, -7.1185, 23.6361], [7.4693, -6.5256, 26.6093], [6.6693, -7.8277, 25.7860], [6.1190, -6.1776, 25.6058], [-0.2944, -8.3431, 15.2028], [0.6612, -7.2099, 15.5047], [0.0864, -5.8703, 15.3420], [-0.2886, -5.5654, 13.9444], [0.8134, -5.3130, 12.9183], [0.9541, -4.8533, 15.9837], [0.3756, -3.4671, 15.8792], [-1.2770, -8.1545, 15.6353], [0.0483, -9.1913, 15.7954], [-0.3115, -8.6461, 14.1559], [0.9706, -7.3989, 16.5327], [1.5154, -7.3242, 14.8374], [-1.0711, -4.8085, 13.8905], [-0.8854, -6.3939, 13.5630], [0.3073, -5.0238, 11.9972], [1.4949, -6.1512, 12.7738], [1.3428, -4.3922, 13.1632], [1.0496, -5.0008, 17.0594], [1.9806, -4.9062, 15.6211], [-0.6684, -3.5272, 16.1865], [0.8750, -2.7482, 16.5287], [0.2033, -3.0516, 14.8864], [0.3295, -13.2773, 19.0602], [1.8378, -13.0491, 18.7295], [2.0485, -11.5673, 18.3571], [3.2672, -11.3786, 17.4984], [3.3148, -10.0167, 16.8201], [2.0894, -10.7265, 19.5510], [3.4395, -10.6628, 20.3071], [0.1153, -12.9930, 20.0904], [0.1675, -14.3438, 18.9037], [-0.3731, -12.8018, 18.3758], [2.5511, -13.2711, 19.5232], [2.1613, -13.7037, 17.9202], [4.2479, -11.5348, 17.9480], [3.2074, -12.1662, 16.7472], [2.3830, -9.7026, 16.3499], [3.5383, -9.2250, 17.5352], [4.0710, -9.9364, 16.0392], [1.3137, -10.9879, 20.2708], [1.9079, -9.6860, 19.2819], [3.9910, -11.6028, 20.3240], [3.2843, -10.4475, 21.3643], [4.1101, -9.8917, 19.9278], [0.3173, -3.4781, 19.8147], [1.7461, -3.5831, 20.3548], [2.2353, -4.9062, 20.0564], [3.5761, -5.0960, 19.9480], [4.4354, -4.3124, 20.3059], [3.8697, -6.5023, 19.4417], [4.7244, -6.5368, 18.4214], [4.4847, -7.1195, 20.4398], [2.7333, -7.1113, 19.1058], [-0.0365, -2.4782, 20.0660], [-0.2913, -4.3197, 20.1453], [0.2895, -3.5593, 18.7280], [1.8255, -3.4633, 21.4353], [2.4309, -2.8764, 19.8859], [-0.4932, -0.3252, 23.0108], [-1.5813, 0.3129, 22.2134], [-2.1164, -0.6244, 21.2639], [-3.2373, -1.3475, 21.5868], [-3.8011, -1.2626, 22.6753], [-3.6819, -2.3227, 20.4609], [-4.9712, -2.1209, 20.1028], [-2.8461, -2.1452, 19.4251], [-3.6338, -3.5860, 20.9014], [0.2435, -0.9023, 22.4520], [-0.9579, -1.0120, 23.7182], [0.0767, 0.4788, 23.4766], [-1.1959, 1.1349, 21.6101], [-2.3436, 0.7344, 22.8687], [5.6306, -0.2308, 18.8798], [5.4161, -1.7551, 18.9571], [6.0430, -2.3583, 17.8446], [5.4247, -3.2417, 17.1067], [4.1823, -3.4483, 17.0763], [6.3669, -3.9104, 16.0453], [7.5981, -3.5493, 16.3072], [6.2554, -5.2043, 16.1258], [6.1203, -3.5694, 14.8122], [5.0187, 0.3235, 18.1681], [6.6484, 0.1444, 18.7726], [5.3500, 0.2013, 19.8403], [4.3570, -2.0117, 18.9355], [5.8437, -2.1957, 19.8577], [-2.0154, -6.0855, 18.0543], [-3.0247, -5.3173, 17.2445], [-3.5017, -4.2484, 17.6220], [-3.5084, -5.9829, 15.9872], [-1.2978, -6.6204, 17.4322], [-2.5786, -6.7557, 18.7037], [-1.4900, -5.3687, 18.6854], [-2.9428, -6.8839, 15.7498], [-3.3129, -5.3010, 15.1597], [-4.5666, -6.2262, 16.0831], [9.3725, -7.5161, 19.1720], [8.9440, -7.3159, 17.7455], [9.6961, -6.7676, 16.9808], [7.5622, -7.7769, 17.3207], [10.3219, -8.0297, 19.3234], [8.6359, -8.0330, 19.7871], [9.5010, -6.5121, 19.5765], [7.4615, -7.5341, 16.2629], [6.7824, -7.3428, 17.9463], [7.4341, -8.8478, 17.4784], [5.0795, -2.6311, 23.4711], [3.8334, -1.7668, 23.2598], [3.6612, -1.2422, 22.1800], [2.7941, -1.6217, 24.3676], [5.9036, -2.2220, 24.0555], [5.5803, -2.6442, 22.5030], [4.9616, -3.6910, 23.6967], [2.2626, -2.5732, 24.3520], [2.1301, -0.8331, 24.0138], [3.1486, -1.3703, 25.3673], [1.7865, -7.6306, 22.5049], [2.7851, -6.8002, 23.3110], [2.5151, -5.6307, 23.6787], [4.1784, -7.3839, 23.6130], [2.2836, -8.2277, 21.7403], [0.8756, -7.1510, 22.1468], [1.4157, -8.3639, 23.2211], [4.0258, -8.1181, 24.4040], [4.9295, -6.6797, 23.9708], [4.5338, -7.9712, 22.7663]], "smiles": "CCOC(=O)C(F)(F)F.CCOC(=O)C(F)(F)F.CCOC(=O)C(F)(F)F.CCN(CC)CC.CCN(CC)CC.CCN(CC)CC.CCN(CC)CC.CCN(CC)CC.CC(C)=O.CC(C)=O.CC(C)=O.CC(C)=O", "lumo_ev": 0.42, "multiplicity": 1}



multiplicity of number 1 (C54H112HgN6O6)?
1



Which formula does entry 2 have?
C54H114F9N5O10